Arrangement A

Here is a 2-piece molecular cluster, C2H4FNO2 overall from the Open Molecules 2025 dataset. Energies are from ωB97M-V with the def2-TZVPD basis set.

```
10
Properties=species:S:1:pos:R:3
F 2.2968 0.6854 -0.4021
O 1.0943 0.3912 -3.0950
O 0.3929 -1.4298 -2.1412
N 0.6860 -0.2479 -2.1635
C 0.0027 -0.4315 0.2134
C 0.4158 0.4002 -0.8753
H 0.1832 -1.5005 0.1378
H 0.1097 1.4555 -0.7796
H -1.0000 -0.3642 0.5661
H 0.4179 0.0922 1.1282
```

The HOMO-LUMO gap is 0.3710 Ha. Its LUMO energy is -1.880 eV.

The molecule's Mulliken atomic charges, reported in e, are given here: -0.499, -0.507, -0.537, 0.990, -1.061, 0.312, 0.316, 0.268, 0.397, 0.320

---

Arrangement B

Here is a 2-piece molecular cluster, C2H4FNO2 overall from the Open Molecules 2025 dataset. Energies are from ωB97M-V with the def2-TZVPD basis set.

```
10
Properties=species:S:1:pos:R:3
F 1.7261 -2.2261 -0.4336
O -3.7232 0.5536 0.0503
O 0.9273 -0.0676 -0.4038
N -2.6622 1.0509 -0.2265
C -1.6295 1.4799 0.0551
C 1.7986 -0.9666 0.1108
H -0.0028 -0.1605 -0.2792
H 1.5489 -1.3047 1.1625
H -0.7379 2.0225 -0.0284
H 2.7547 -0.3814 -0.0072
```

The HOMO-LUMO gap is 0.3933 Ha. Its LUMO energy is 0.268 eV.

The molecule's Mulliken atomic charges, reported in e, are given here: -0.272, -0.553, -0.427, 0.451, -0.287, 0.044, 0.267, 0.198, 0.403, 0.173

---

It turns out arrangement B is the most stable, with the second structure 129.8 kJ/mol higher.

---

Arrangement A

Here is a 7-piece molecular cluster, CH16O7 overall from the Open Molecules 2025 dataset. Energies are from ωB97M-V with the def2-TZVPD basis set.

```
24
Properties=species:S:1:pos:R:3
O -1.8723 2.4849 -1.9138
O 0.8250 -0.7288 2.1802
O 1.2543 1.4409 -3.1380
O 0.2778 -3.3569 0.9210
O 0.6032 0.1991 -0.4812
O -2.0572 1.2005 0.9010
O -1.4295 -1.6979 -1.0503
C 1.7374 -0.3059 3.1774
H -1.7323 1.8042 -2.5782
H 2.2213 0.6417 2.9279
H -1.0078 2.8888 -1.7766
H 0.9990 -0.2588 1.3535
H 0.3923 1.3983 -3.5661
H -1.3606 0.8579 0.3259
H 2.5135 -1.0548 3.3712
H -0.0126 -0.5126 -0.7355
H -0.3222 -2.8065 0.4059
H -2.1440 -1.6335 -0.4005
H 0.7127 -2.7152 1.5004
H 1.8302 1.8478 -3.7940
H -1.8125 -2.1560 -1.8059
H 1.2051 -0.1584 4.1221
H -1.6444 1.9448 1.3476
H 0.8236 0.6764 -1.2938
```

The HOMO-LUMO gap is 0.3636 Ha. Its LUMO energy is -0.190 eV.

The molecule's Mulliken atomic charges, reported in e, are given here: -0.575, -0.446, -0.619, -0.678, -0.632, -0.608, -0.672, -0.619, 0.262, 0.266, 0.324, 0.350, 0.284, 0.339, 0.249, 0.315, 0.334, 0.333, 0.398, 0.287, 0.270, 0.252, 0.289, 0.298

---

Arrangement B

Here is a 7-piece molecular cluster, CH16O7 overall from the Open Molecules 2025 dataset. Energies are from ωB97M-V with the def2-TZVPD basis set.

```
24
Properties=species:S:1:pos:R:3
O 0.5423 0.5990 -1.1996
O -1.4470 -2.9551 -1.2112
O 1.2354 -1.8571 -2.1492
O -2.0560 0.5427 -1.5266
O -0.8523 2.9096 0.5295
O 1.1520 0.8085 1.4353
O -0.7719 -1.4331 1.0565
C 1.7814 1.6025 2.3885
H 2.1156 0.9820 3.2404
H 1.2277 -2.3529 -2.9759
H -1.6842 -2.5001 -0.3933
H -0.4085 -0.5383 1.1729
H 2.7471 2.0524 2.1253
H -0.0466 2.4732 0.8572
H -0.5239 -2.7180 -1.3500
H 1.1144 2.2964 2.9174
H -1.5558 2.5524 1.0781
H -0.4445 0.5956 -1.3839
H 1.7951 -2.3752 -1.5551
H -2.6625 0.6712 -2.2628
H 0.8912 -0.2991 -1.4114
H 0.7207 0.8093 -0.2285
H -2.5798 0.1048 -0.8450
H -0.2898 -1.9708 1.6913
```

The HOMO-LUMO gap is 0.2775 Ha. Its LUMO energy is -0.155 eV.

The molecule's Mulliken atomic charges, reported in e, are given here: -0.264, -0.633, -0.716, -0.600, -0.663, -0.874, -0.589, -0.834, 0.225, 0.289, 0.337, 0.348, 0.256, 0.315, 0.342, 0.271, 0.301, 0.407, 0.330, 0.293, 0.507, 0.397, 0.295, 0.260

---

It turns out arrangement A is the most stable, with the second structure 133.1 kJ/mol higher.

---

Arrangement A

Here is a 2-piece molecular cluster, C2H3N2OP overall from the Open Molecules 2025 dataset. Energies are from ωB97M-V with the def2-TZVPD basis set.

```
9
Properties=species:S:1:pos:R:3
P 0.7518 -0.9891 -2.2595
O 2.2458 -1.6346 -1.9359
N 0.6848 -0.4236 -0.7632
N 0.6826 0.0075 0.3052
C -1.6433 0.4810 1.3115
C -1.2966 1.6077 1.0309
H 2.2022 -2.4372 -1.2700
H -1.8178 -0.4472 1.5851
H -0.8790 2.4674 0.6103
```

The HOMO-LUMO gap is 0.2950 Ha. Its LUMO energy is 0.037 eV.

The molecule's Mulliken atomic charges, reported in e, are given here: -0.041, -0.542, 0.501, -0.308, -0.467, -0.288, 0.349, 0.431, 0.365

---

Arrangement B

Here is one molecule with the formula C2H3N2OP from the Open Molecules 2025 dataset. Energies are from ωB97M-V with the def2-TZVPD basis set.

```
9
Properties=species:S:1:pos:R:3
P -2.1083 -0.0346 0.1488
O 0.3699 -0.9784 -0.7130
N 1.7534 0.3983 0.2947
N 0.5084 0.6888 0.6462
C 1.6699 -0.5624 -0.5390
C -0.2851 -0.1537 -0.0065
H -1.8994 0.4893 1.4598
H 2.4165 -1.1978 -0.9827
H -2.4252 1.3504 -0.3082
```

The HOMO-LUMO gap is 0.3939 Ha. Its LUMO energy is 0.676 eV.

The molecule's Mulliken atomic charges, reported in e, are given here: -0.202, -0.267, -0.331, -0.325, 0.062, 0.507, 0.091, 0.380, 0.084

---

It turns out arrangement B is the most stable, with the second structure 212.8 kJ/mol higher.

---

Arrangement A

Here is one molecule with the formula C4H8N6 from the Open Molecules 2025 dataset. Energies are from ωB97M-V with the def2-TZVPD basis set.

```
18
Properties=species:S:1:pos:R:3
N -0.1082 1.2744 0.3479
N 1.6944 -0.1771 0.0246
N -2.2068 0.5596 0.2395
N -0.4895 -0.8770 -0.5176
N 1.3383 -2.1250 -1.0039
N 2.0764 1.9968 0.7525
C -3.0782 -0.6558 0.1519
C 1.2014 1.0646 0.3598
C 0.8427 -0.9852 -0.4592
C -0.8954 0.2189 0.0840
H -2.4095 1.2223 0.9151
H 3.0414 1.7115 1.0660
H 0.6388 -2.6629 -1.4260
H 2.1047 2.8368 0.1938
H 2.1986 -2.4817 -0.8421
H -3.4360 -1.0793 -0.8487
H -2.6098 -1.4558 0.5950
H -4.0831 -0.5072 0.6275
```

The HOMO-LUMO gap is 0.3628 Ha. Its LUMO energy is 0.976 eV.

The molecule's Mulliken atomic charges, reported in e, are given here: -0.656, -0.634, -0.182, -0.507, -0.356, -0.422, -0.835, 0.445, 0.503, 0.555, 0.300, 0.267, 0.213, 0.246, 0.195, 0.222, 0.335, 0.313

---

Arrangement B

Here is one molecule with the formula C4H8N6 from the Open Molecules 2025 dataset. Energies are from ωB97M-V with the def2-TZVPD basis set.

```
18
Properties=species:S:1:pos:R:3
N -1.6144 -0.4998 -0.7476
N -0.0522 -0.7412 0.9884
N -2.7481 -1.0014 -0.7606
N -2.8561 0.5914 0.6824
N -3.5563 -0.3051 0.0886
N -0.6985 1.5154 -0.0150
C -1.5878 0.5205 0.1707
C 2.1821 -0.8956 -0.0899
C 1.0160 -0.0919 0.4934
C 0.4799 1.0062 -0.5168
H -0.1198 -1.7004 0.6949
H 1.0923 1.8650 -0.8238
H 2.8503 -0.3162 -0.8034
H 1.2826 0.4039 1.4020
H 0.1293 0.4408 -1.4527
H -0.5816 2.1302 0.7068
H 1.9669 -1.7191 -0.6989
H 2.8153 -1.2028 0.6816
```

The HOMO-LUMO gap (spin up / spin down) is 0.2887 / 0.2790 Ha. Its LUMO energy (spin up / spin down) is -1.881 / -1.359 eV.

The molecule's Mulliken atomic charges, reported in e, are given here: 0.056, -0.537, -0.599, -0.360, -0.209, -0.144, 0.844, -1.491, 0.492, -0.686, 0.255, 0.387, 0.315, 0.295, 0.309, 0.224, 0.460, 0.389

---

It turns out arrangement A is the most stable, with the second structure 608.4 kJ/mol higher.

---

Arrangement A

Here is an isolated ion of composition C5H10N and charge +1 from the Open Molecules 2025 dataset. Energies are from ωB97M-V with the def2-TZVPD basis set.

```
16
Properties=species:S:1:pos:R:3
N 0.8275 -0.0927 0.6801
C 1.1949 -1.5499 0.8084
C -0.9655 -0.4993 -0.8842
C -0.5636 0.2443 0.2836
C -0.6388 2.0601 -0.2145
C -1.1624 -1.1500 -1.9050
H 1.0934 0.5826 1.5546
H -1.5391 2.3968 0.3502
H 1.2159 -1.9148 -0.1578
H 0.2574 2.6695 0.1596
H 0.3725 -2.1133 1.0604
H 2.1316 -1.6648 1.4255
H 1.3880 0.0889 -0.1554
H -0.6645 2.0754 -1.2121
H -1.3204 0.3106 0.9919
H -1.6270 -1.4436 -2.7852
```

The HOMO-LUMO gap (spin up / spin down) is 0.2196 / 0.2871 Ha. Its LUMO energy (spin up / spin down) is -3.485 / -7.182 eV. The total charge is +1. Its spin multiplicity is 3.

The molecule's Mulliken atomic charges, reported in e, are given here: -0.200, -0.984, -0.046, -0.170, -0.910, -0.502, 0.460, 0.339, 0.448, 0.328, 0.424, 0.319, 0.444, 0.350, 0.282, 0.419

---

Arrangement B

Here is an isolated ion of composition C5H10N and charge +1 from the Open Molecules 2025 dataset. Energies are from ωB97M-V with the def2-TZVPD basis set.

```
16
Properties=species:S:1:pos:R:3
N 1.4978 0.2533 -0.9766
C 2.4162 -0.8396 -1.1447
C 0.3703 0.1888 -0.2853
C -0.8871 0.4228 1.8130
C -2.1980 0.2378 -0.2912
C -0.8426 0.2441 0.3584
H -2.5243 -0.7331 -0.1278
H -2.9053 0.8659 0.1981
H 1.7959 1.1864 -1.0081
H 0.0751 0.6834 2.1934
H -1.2618 -0.4709 2.1083
H 2.8766 -0.8269 -2.1910
H 1.9122 -1.8008 -0.9271
H -2.1100 0.3318 -1.4335
H 3.2394 -0.9720 -0.3036
H -1.4545 1.2289 2.0177
```

The HOMO-LUMO gap (spin up / spin down) is 0.2790 / 0.2790 Ha. Its LUMO energy (spin up / spin down) is -3.985 / -7.898 eV. The total charge is +1. Its spin multiplicity is 3.

The molecule's Mulliken atomic charges, reported in e, are given here: -0.225, -0.702, -0.260, -1.288, -1.121, 1.078, 0.399, 0.400, 0.238, 0.399, 0.406, 0.281, 0.280, 0.345, 0.292, 0.478

---

It turns out arrangement B is the most stable, with the second structure 294.7 kJ/mol higher.

---

Arrangement A

Here is C18H10Cl5N5ScSe as an isolated structure from the Open Molecules 2025 dataset. Energies are from ωB97M-V with the def2-TZVPD basis set.

```
40
Properties=species:S:1:pos:R:3
Se -1.1876 -1.6865 2.9186
Sc -0.2936 -0.4072 0.9595
Cl -1.8278 -3.4387 -4.7699
Cl 1.2688 -2.0300 -0.5407
Cl 0.9112 -3.6260 -3.2433
Cl -4.1256 -1.6873 -3.6136
Cl -3.7100 -0.1247 -0.9456
N 1.3039 1.1551 0.6117
N 1.8507 3.3270 0.6271
N 2.9105 2.5561 0.3184
N -1.2632 1.6480 1.3111
N -2.2676 4.2089 1.6316
C -2.5351 1.8484 1.6471
C -3.0301 3.1386 1.8015
C 0.4847 -0.8112 3.3165
C -2.4265 -1.1003 -1.5916
C 2.9240 0.5072 3.6992
C -0.4880 2.7296 1.1473
C 0.5210 0.4727 3.8790
C 0.9010 2.4449 0.7973
C 2.9022 -0.7603 3.1396
C 2.5868 1.2685 0.3069
C 1.7313 1.1203 4.0719
C -0.2612 -1.9561 -1.4623
C -1.2301 -1.1678 -0.8947
C -1.5994 -2.5809 -3.3084
C -2.6320 -1.7907 -2.7841
C -0.9949 4.0080 1.3087
C 1.6897 -1.4178 2.9425
C -0.3791 -2.6735 -2.6406
H -0.3608 4.8748 1.1723
H -0.4039 0.9441 4.1870
H 3.8048 2.9812 0.1255
H -3.1512 0.9730 1.7991
H 3.8682 1.0082 3.8698
H -4.0661 3.3011 2.0691
H 1.7446 2.1015 4.5292
H 3.2685 0.4661 0.0802
H 1.6729 -2.4238 2.5414
H 3.8291 -1.2546 2.8767
```

The HOMO-LUMO gap is 0.2773 Ha. Its LUMO energy is -4.183 eV. The total charge is +1.

The molecule's Mulliken atomic charges, reported in e, are given here: -0.101, -0.052, -0.152, -0.231, -0.172, -0.150, -0.231, 0.247, -0.686, 0.163, 0.375, -0.530, -0.454, -0.520, -0.508, 1.441, -0.439, 0.050, 0.073, 0.508, -0.856, -0.369, -0.714, 1.179, -0.836, 0.944, -0.542, -0.335, 0.082, -0.988, 0.499, 0.531, 0.206, 0.673, 0.469, 0.397, 0.463, 0.491, 0.594, 0.483

---

Arrangement B

Here is C18H10Cl5N5ScSe as an isolated structure from the Open Molecules 2025 dataset. Energies are from ωB97M-V with the def2-TZVPD basis set.

```
40
Properties=species:S:1:pos:R:3
Se 0.9482 2.1466 1.0529
Sc -0.7389 0.6697 -0.0156
Cl -3.6725 5.1399 -2.8027
Cl -5.6481 5.0564 -0.3847
Cl -1.3103 3.0928 -2.9508
Cl -2.8790 0.8360 1.6206
Cl -5.2598 2.9141 1.8724
N 2.4190 -1.6916 -3.1596
N -0.7247 -1.5693 0.4694
N 0.3379 -3.5230 0.1853
N -0.5636 -3.5923 1.1889
N 0.5523 -0.3901 -1.5893
C -2.2394 2.0861 -0.6395
C 3.1492 -1.8532 2.2558
C -4.3603 3.9367 -0.4827
C 3.5359 -1.1615 1.1163
C -2.4272 3.0494 -1.6177
C 0.2066 -2.2861 -0.2191
C -3.4715 3.9728 -1.5666
C 2.0760 -0.4307 -3.3934
C 2.8640 -0.0103 0.7385
C -1.1954 -2.4361 1.3563
C 2.0902 -1.3833 3.0214
C 1.1475 0.2375 -2.6068
C 1.8247 -2.3132 -2.1528
C 1.4221 -0.2270 2.6495
C -3.1450 2.0983 0.3904
C 1.7975 0.4678 1.4985
C 0.8878 -1.6650 -1.3590
C -4.2020 2.9833 0.5278
H 3.6857 -2.7414 2.5602
H 2.1087 -3.3366 -1.9426
H 1.8124 -1.8965 3.9333
H 0.6221 0.1648 3.2670
H 3.1784 0.5367 -0.1429
H 0.8763 1.2697 -2.7839
H -1.9530 -2.2587 2.1008
H -0.6888 -4.4558 1.6963
H 2.5618 0.0705 -4.2202
H 4.3757 -1.5074 0.5284
```

The HOMO-LUMO gap is 0.2710 Ha. Its LUMO energy is -4.229 eV. The total charge is +1.

The molecule's Mulliken atomic charges, reported in e, are given here: -0.144, 0.572, -0.148, -0.151, -0.243, -0.258, -0.165, -0.546, 0.186, -0.626, 0.142, 0.051, -1.235, -0.456, 0.917, -0.613, 1.302, 0.081, -0.528, -0.416, -0.163, -0.323, -0.616, -0.191, -0.164, -0.268, 1.337, -0.147, 0.305, -0.801, 0.436, 0.489, 0.466, 0.516, 0.498, 0.379, 0.462, 0.197, 0.407, 0.462

---

It turns out arrangement A is the most stable, with the second structure 31.9 kJ/mol higher.